Entry 1:
ClHOS | wB97M-V/def2-TZVPD

```
4
ClHOS, DFT wB97M-V/def2-TZVPD
O 0.32 1.34 0.20
S -0.89 -0.97 -0.09
Cl 1.34 1.53 -1.00
H -0.76 -1.90 0.89
```

* orbital gap (alpha / beta): 5.991 / 5.978 eV
* highest occupied orbital energy (alpha / beta): -9.7 / -9.7 eV
* ΔE to the lowest compared entry with this formula, charge and spin: 3.787 eV

---

Entry 2:
C3H6N4O2 | wB97M-V/def2-TZVPD

```
15
C3H6N4O2, DFT wB97M-V/def2-TZVPD
C 2.41 1.34 0.31
C 1.24 1.12 -0.21
N 0.89 -0.24 -0.16
C -0.40 -0.63 -0.22
N -0.73 -1.94 -0.07
N -1.20 0.40 -0.27
N -2.52 0.36 0.10
O -3.03 1.43 0.06
O -3.04 -0.70 0.36
H 2.94 0.45 0.69
H 3.05 2.24 0.37
H 0.50 1.76 -0.61
H 1.62 -0.89 -0.28
H -1.68 -2.05 0.11
H -0.02 -2.65 -0.17
```

* orbital gap: 9.779 eV
* structure (SMILES): C=CN/C(N)=N/[N+](=O)[O-]
* highest occupied orbital energy: -9.3 eV
* ΔE to the lowest compared entry with this formula, charge and spin: 4.752 eV

---

Entry 3:
C4H30BO23 | wB97M-V/def2-TZVPD

```
58
C4H30BO23, DFT wB97M-V/def2-TZVPD
O 2.73 -2.75 -1.96
C 1.68 -2.45 -1.33
O 1.42 -1.22 -0.94
B 0.06 -1.16 -0.39
O -0.48 -2.49 -0.74
C 0.46 -3.32 -1.16
O 0.34 -4.49 -1.54
O -0.75 -0.03 -0.76
C -1.09 0.83 0.21
O -1.70 1.91 0.11
C -0.39 0.29 1.49
O 0.07 -0.89 1.11
O -0.18 0.90 2.63
O 4.27 3.25 -0.11
H 4.41 2.41 0.33
H 4.95 3.82 0.25
O -6.43 4.44 3.82
H -6.53 3.99 2.98
H -7.30 4.41 4.22
O 1.13 4.18 -3.60
H 1.42 3.88 -4.46
H 1.77 3.81 -2.99
O -3.18 5.62 -4.29
H -2.77 6.48 -4.34
H -2.48 5.04 -3.98
O 6.24 0.10 2.02
H 7.15 -0.12 1.85
H 5.79 -0.75 2.06
O 1.89 -10.48 -4.47
H 1.63 -9.94 -3.72
H 2.45 -11.16 -4.09
O -2.95 5.20 6.35
H -3.64 5.40 5.72
H -2.43 4.52 5.93
O -3.01 -1.17 -5.82
H -2.67 -0.45 -5.29
H -2.44 -1.20 -6.59
O 4.28 1.75 5.39
H 3.36 1.54 5.24
H 4.71 1.54 4.56
O -7.10 1.62 0.20
H -7.23 2.27 -0.48
H -6.60 0.92 -0.23
O 2.45 -2.63 4.64
H 3.37 -2.75 4.41
H 2.11 -2.04 3.96
O -2.14 -9.07 0.87
H -1.64 -8.42 1.36
H -1.48 -9.55 0.37
O 0.00 7.00 -0.24
H 0.24 6.80 -1.14
H -0.67 6.35 -0.01
O -5.32 -4.22 0.38
H -4.41 -4.06 0.61
H -5.82 -3.80 1.08
O 7.65 0.17 -3.50
H 7.83 0.66 -2.70
H 6.98 -0.46 -3.25
```

* orbital gap: 9.231 eV
* highest occupied orbital energy: -7.7 eV
* net charge: -1
* ΔE to the lowest compared entry with this formula, charge and spin: 4.313 eV

---

Entry 4:
C34H59AsF9NO13S4 | wB97M-V/def2-TZVPD

```
121
C34H59AsF9NO13S4, DFT wB97M-V/def2-TZVPD
C -2.83 3.45 1.90
C -3.62 3.44 0.61
C -2.79 3.98 -0.54
O -3.58 3.91 -1.69
C -2.84 3.94 -2.89
N -4.10 2.07 0.25
H -4.60 1.64 1.04
H -4.74 2.09 -0.56
H -3.32 1.40 0.10
H -3.43 3.10 2.74
H -2.57 4.48 2.12
H -1.94 2.83 1.82
H -4.49 4.09 0.65
H -1.86 3.43 -0.66
H -2.63 5.03 -0.29
H -3.43 3.64 -3.75
H -1.96 3.30 -2.75
H -2.46 4.94 -3.15
As 0.11 0.64 0.33
F 0.18 -0.59 1.55
F 0.36 1.88 1.51
F -0.10 1.90 -0.85
F -0.15 -0.62 -0.84
F -1.62 0.80 0.70
F 1.80 0.56 0.00
O 6.23 1.61 3.61
S 5.78 0.83 2.51
O 6.66 -0.07 1.83
O 4.52 -0.01 3.03
C 3.95 -1.00 2.15
C 2.70 -1.52 2.82
C 4.96 1.89 1.32
H 4.66 -1.81 1.96
H 3.68 -0.51 1.22
H 2.92 -2.10 3.71
H 2.11 -2.09 2.10
H 2.05 -0.68 3.08
H 5.55 2.81 1.25
H 3.97 2.14 1.70
H 4.83 1.40 0.36
O 0.17 3.39 6.34
S -0.32 2.71 5.18
O -1.69 2.32 5.07
O -0.08 3.65 3.88
C 1.24 4.19 3.69
C 1.08 5.53 2.98
C 0.73 1.35 4.73
H 1.79 3.49 3.05
H 1.75 4.39 4.63
H 0.57 6.20 3.68
H 0.60 5.47 2.01
H 2.06 5.99 2.80
H 1.77 1.66 4.62
H 0.32 1.01 3.78
H 0.74 0.56 5.48
O -2.87 -1.90 5.59
S -2.08 -1.89 4.40
O -0.71 -1.46 4.45
O -2.12 -3.36 3.76
C -1.21 -3.68 2.68
C 0.08 -4.30 3.21
C -2.87 -0.97 3.08
H -0.93 -2.81 2.08
H -1.72 -4.46 2.12
H 0.74 -4.48 2.35
H -0.07 -5.30 3.63
H 0.67 -3.67 3.87
H -3.77 -1.46 2.71
H -2.13 -0.86 2.30
H -3.19 -0.01 3.48
O 1.23 -3.22 -5.71
S 0.50 -3.13 -4.49
O -0.76 -3.79 -4.32
O 1.37 -3.71 -3.26
C 2.66 -3.16 -3.01
C 2.78 -2.48 -1.66
C 0.38 -1.40 -4.01
H 2.94 -2.46 -3.81
H 3.40 -3.96 -3.15
H 3.78 -2.09 -1.48
H 2.62 -3.27 -0.92
H 2.05 -1.68 -1.60
H 0.43 -1.35 -2.92
H -0.57 -1.01 -4.34
H 1.25 -0.93 -4.46
F -3.99 -0.45 -0.79
C -3.95 0.04 -2.06
C -2.73 0.43 -2.61
C -2.67 0.83 -3.93
C -3.84 0.90 -4.69
C -5.05 0.60 -4.09
C -5.11 0.07 -2.80
H -1.90 0.48 -1.92
H -1.74 1.17 -4.36
H -3.85 1.16 -5.74
H -5.99 0.77 -4.60
H -6.05 -0.30 -2.42
F 5.12 0.14 -1.65
C 4.44 0.60 -2.72
C 4.71 0.10 -3.98
C 4.08 0.62 -5.09
C 3.07 1.55 -4.91
C 2.67 1.89 -3.62
C 3.41 1.50 -2.51
H 5.51 -0.63 -4.11
H 4.36 0.30 -6.09
H 2.53 2.06 -5.70
H 1.93 2.67 -3.49
H 3.22 1.80 -1.49
F -3.03 -7.10 -0.48
C -2.35 -5.96 -0.49
C -2.91 -4.76 -0.88
C -2.12 -3.62 -0.94
C -0.78 -3.69 -0.62
C -0.17 -4.90 -0.29
C -0.99 -6.02 -0.21
H -3.95 -4.72 -1.18
H -2.54 -2.65 -1.18
H -0.16 -2.80 -0.65
H 0.90 -4.98 -0.21
H -0.63 -7.01 0.05
```

* orbital gap: 8.591 eV
* highest occupied orbital energy: -9.1 eV

---

Entry 5:
C25H42BMnO29 | wB97M-V/def2-TZVPD

```
98
C25H42BMnO29, DFT wB97M-V/def2-TZVPD
Mn -0.30 -0.34 -0.17
O 6.24 5.52 2.02
C 5.16 5.18 1.65
O 4.22 4.52 2.30
B 3.01 4.40 1.49
O 3.32 5.02 0.21
C 4.55 5.56 0.27
O 5.09 6.16 -0.59
O 1.82 4.97 2.17
C 0.94 4.03 2.41
O -0.08 4.17 3.01
C 1.43 2.74 1.71
O 2.66 2.94 1.30
O 0.81 1.72 1.55
C 2.47 0.78 -2.72
O 3.39 0.59 -1.66
C 2.92 0.13 -0.52
O 1.76 -0.19 -0.33
O 3.93 0.00 0.31
C 3.60 -0.20 1.68
H 3.01 1.25 -3.54
H 1.66 1.46 -2.49
H 2.07 -0.16 -3.08
H 4.34 -0.87 2.11
H 2.60 -0.64 1.78
H 3.63 0.77 2.19
C 2.19 -4.52 -3.33
O 1.28 -3.69 -2.60
C 1.42 -3.39 -1.31
O 0.67 -2.63 -0.76
O 2.40 -4.09 -0.77
C 2.83 -3.69 0.54
H 3.21 -4.25 -3.07
H 2.01 -4.30 -4.38
H 2.02 -5.59 -3.21
H 2.01 -3.55 1.24
H 3.46 -2.81 0.47
H 3.40 -4.51 0.97
C 0.14 -0.98 -5.78
O 0.15 -0.66 -4.40
C -0.76 -1.00 -3.52
O -0.62 -0.75 -2.36
O -1.85 -1.49 -4.11
C -2.93 -1.78 -3.25
H 1.08 -0.64 -6.22
H -0.69 -0.45 -6.23
H 0.02 -2.06 -5.90
H -2.68 -2.69 -2.71
H -3.84 -1.97 -3.84
H -3.22 -0.89 -2.69
C -2.81 3.52 -2.86
O -2.18 2.46 -2.12
C -1.04 2.64 -1.46
O -0.48 1.67 -1.00
O -0.64 3.88 -1.49
C 0.73 4.27 -1.47
H -3.66 2.98 -3.29
H -2.20 3.95 -3.65
H -3.21 4.34 -2.27
H 0.84 5.17 -2.07
H 1.42 3.52 -1.86
H 1.04 4.51 -0.46
C -0.12 -3.84 4.10
O -0.15 -3.11 2.85
C 0.27 -1.87 2.77
O 0.16 -1.23 1.76
O 0.75 -1.42 3.91
C 1.09 -0.05 4.04
H -0.14 -4.87 3.76
H -1.00 -3.66 4.71
H 0.79 -3.60 4.63
H 1.20 0.18 5.10
H 0.40 0.62 3.55
H 2.09 0.15 3.64
C -2.90 1.51 4.46
O -2.19 0.79 3.46
C -2.40 1.02 2.19
O -1.76 0.50 1.32
O -3.49 1.77 1.98
C -3.75 2.09 0.61
H -3.97 1.36 4.47
H -2.66 2.57 4.47
H -2.55 1.13 5.42
H -3.60 1.24 -0.05
H -3.16 2.97 0.37
H -4.82 2.32 0.61
C -2.06 -4.44 0.69
O -3.17 -3.59 0.43
C -2.93 -2.35 0.04
O -1.86 -1.86 -0.22
O -4.02 -1.60 -0.03
C -5.34 -2.11 0.13
H -2.31 -5.44 0.35
H -1.92 -4.53 1.77
H -1.10 -4.11 0.31
H -5.84 -1.42 0.82
H -5.44 -3.09 0.59
H -5.84 -2.07 -0.84
```

* orbital gap (alpha / beta): 8.845 / 8.844 eV
* highest occupied orbital energy (alpha / beta): -10.9 / -10.9 eV
* net charge: +1
* ΔE to the lowest compared entry with this formula, charge and spin: 1.389 eV
* spin multiplicity: 6
* expectation value of S²: 8.752

---

Entry 6:
C34H52ClN16OS | wB97M-V/def2-TZVPD

```
105
C34H52ClN16OS, DFT wB97M-V/def2-TZVPD
C 3.13 -1.33 -1.16
C 2.15 -0.15 -1.08
N 2.13 0.66 -2.06
C 1.30 -0.04 0.20
C -0.22 -0.27 -0.01
C -0.98 0.89 -0.71
O -0.93 0.88 -2.13
C -1.05 -0.40 -2.68
Cl -1.96 -0.42 -4.21
C -1.56 -1.47 -1.68
N -0.49 -1.62 -0.64
N -1.04 -2.49 0.38
C -0.62 -3.66 0.25
S 0.18 -4.97 0.10
H 3.95 -1.01 -1.83
H 2.66 -2.25 -1.52
H 3.61 -1.48 -0.18
H 1.45 1.41 -1.85
H 1.63 -0.86 0.87
H 1.52 0.89 0.74
H -0.65 -0.34 1.00
H -0.49 1.83 -0.38
H -2.01 0.96 -0.31
H -0.02 -0.71 -2.95
H -2.52 -1.23 -1.20
H -1.71 -2.42 -2.23
H 0.35 -2.03 -1.08
C 7.19 -2.89 1.36
C 5.78 -2.75 1.77
N 4.68 -2.64 2.11
H 7.85 -2.51 2.13
H 7.42 -3.94 1.18
H 7.36 -2.34 0.43
C 1.22 -0.48 4.38
C 2.15 -1.27 3.55
N 2.88 -1.89 2.91
H 0.73 -1.12 5.11
H 1.76 0.30 4.91
H 0.47 -0.01 3.74
C -5.80 -1.63 -3.13
C -5.42 -2.18 -1.83
N -5.11 -2.61 -0.80
H -5.13 -0.82 -3.40
H -5.75 -2.41 -3.89
H -6.82 -1.24 -3.08
C 4.52 -1.34 6.86
C 3.16 -1.08 7.34
N 2.10 -0.88 7.74
H 5.24 -1.00 7.60
H 4.65 -2.41 6.69
H 4.69 -0.81 5.93
C -0.70 3.92 -3.94
C -1.15 5.30 -3.74
N -1.50 6.39 -3.58
H -1.04 3.56 -4.91
H 0.38 3.87 -3.90
H -1.12 3.28 -3.16
C -3.67 9.44 -3.18
C -5.04 9.65 -2.69
N -6.11 9.82 -2.30
H -2.96 9.81 -2.44
H -3.50 8.38 -3.34
H -3.53 9.97 -4.11
C -7.21 0.89 0.60
C -7.04 1.25 -0.81
N -6.90 1.52 -1.92
H -8.25 1.02 0.89
H -6.94 -0.15 0.75
H -6.58 1.52 1.22
C -2.51 6.12 0.07
C -2.58 4.66 0.13
N -2.64 3.51 0.17
H -3.26 6.55 0.73
H -1.52 6.45 0.39
H -2.68 6.46 -0.95
C 9.82 0.29 1.74
C 9.78 -0.76 2.77
N 9.75 -1.59 3.57
H 10.71 0.16 1.12
H 8.94 0.22 1.11
H 9.85 1.27 2.21
C 1.65 -4.20 5.14
C 1.96 -4.76 6.46
N 2.20 -5.20 7.49
H 2.35 -3.41 4.90
H 1.71 -4.98 4.38
H 0.64 -3.79 5.15
C -8.28 -3.45 1.29
C -8.72 -2.07 1.54
N -9.07 -0.99 1.74
H -8.67 -3.79 0.33
H -7.19 -3.48 1.26
H -8.64 -4.10 2.08
C 8.41 2.38 -1.55
C 8.41 0.91 -1.50
N 8.41 -0.24 -1.47
H 7.61 2.77 -0.93
H 9.36 2.76 -1.19
H 8.25 2.71 -2.58
C -4.75 -5.15 -6.46
C -5.18 -3.77 -6.22
N -5.52 -2.68 -6.04
H -5.15 -5.50 -7.41
H -3.67 -5.20 -6.47
H -5.13 -5.79 -5.66
```

* orbital gap: 7.461 eV
* highest occupied orbital energy: -12.1 eV
* net charge: +1

---

What did the second record say?
C3H6N4O2 | wB97M-V/def2-TZVPD

```
15
C3H6N4O2, DFT wB97M-V/def2-TZVPD
C 2.41 1.34 0.31
C 1.24 1.12 -0.21
N 0.89 -0.24 -0.16
C -0.40 -0.63 -0.22
N -0.73 -1.94 -0.07
N -1.20 0.40 -0.27
N -2.52 0.36 0.10
O -3.03 1.43 0.06
O -3.04 -0.70 0.36
H 2.94 0.45 0.69
H 3.05 2.24 0.37
H 0.50 1.76 -0.61
H 1.62 -0.89 -0.28
H -1.68 -2.05 0.11
H -0.02 -2.65 -0.17
```

* orbital gap: 9.779 eV
* structure (SMILES): C=CN/C(N)=N/[N+](=O)[O-]
* highest occupied orbital energy: -9.3 eV
* ΔE to the lowest compared entry with this formula, charge and spin: 4.752 eV

---

What did the fourth record say?
C34H59AsF9NO13S4 | wB97M-V/def2-TZVPD

```
121
C34H59AsF9NO13S4, DFT wB97M-V/def2-TZVPD
C -2.83 3.45 1.90
C -3.62 3.44 0.61
C -2.79 3.98 -0.54
O -3.58 3.91 -1.69
C -2.84 3.94 -2.89
N -4.10 2.07 0.25
H -4.60 1.64 1.04
H -4.74 2.09 -0.56
H -3.32 1.40 0.10
H -3.43 3.10 2.74
H -2.57 4.48 2.12
H -1.94 2.83 1.82
H -4.49 4.09 0.65
H -1.86 3.43 -0.66
H -2.63 5.03 -0.29
H -3.43 3.64 -3.75
H -1.96 3.30 -2.75
H -2.46 4.94 -3.15
As 0.11 0.64 0.33
F 0.18 -0.59 1.55
F 0.36 1.88 1.51
F -0.10 1.90 -0.85
F -0.15 -0.62 -0.84
F -1.62 0.80 0.70
F 1.80 0.56 0.00
O 6.23 1.61 3.61
S 5.78 0.83 2.51
O 6.66 -0.07 1.83
O 4.52 -0.01 3.03
C 3.95 -1.00 2.15
C 2.70 -1.52 2.82
C 4.96 1.89 1.32
H 4.66 -1.81 1.96
H 3.68 -0.51 1.22
H 2.92 -2.10 3.71
H 2.11 -2.09 2.10
H 2.05 -0.68 3.08
H 5.55 2.81 1.25
H 3.97 2.14 1.70
H 4.83 1.40 0.36
O 0.17 3.39 6.34
S -0.32 2.71 5.18
O -1.69 2.32 5.07
O -0.08 3.65 3.88
C 1.24 4.19 3.69
C 1.08 5.53 2.98
C 0.73 1.35 4.73
H 1.79 3.49 3.05
H 1.75 4.39 4.63
H 0.57 6.20 3.68
H 0.60 5.47 2.01
H 2.06 5.99 2.80
H 1.77 1.66 4.62
H 0.32 1.01 3.78
H 0.74 0.56 5.48
O -2.87 -1.90 5.59
S -2.08 -1.89 4.40
O -0.71 -1.46 4.45
O -2.12 -3.36 3.76
C -1.21 -3.68 2.68
C 0.08 -4.30 3.21
C -2.87 -0.97 3.08
H -0.93 -2.81 2.08
H -1.72 -4.46 2.12
H 0.74 -4.48 2.35
H -0.07 -5.30 3.63
H 0.67 -3.67 3.87
H -3.77 -1.46 2.71
H -2.13 -0.86 2.30
H -3.19 -0.01 3.48
O 1.23 -3.22 -5.71
S 0.50 -3.13 -4.49
O -0.76 -3.79 -4.32
O 1.37 -3.71 -3.26
C 2.66 -3.16 -3.01
C 2.78 -2.48 -1.66
C 0.38 -1.40 -4.01
H 2.94 -2.46 -3.81
H 3.40 -3.96 -3.15
H 3.78 -2.09 -1.48
H 2.62 -3.27 -0.92
H 2.05 -1.68 -1.60
H 0.43 -1.35 -2.92
H -0.57 -1.01 -4.34
H 1.25 -0.93 -4.46
F -3.99 -0.45 -0.79
C -3.95 0.04 -2.06
C -2.73 0.43 -2.61
C -2.67 0.83 -3.93
C -3.84 0.90 -4.69
C -5.05 0.60 -4.09
C -5.11 0.07 -2.80
H -1.90 0.48 -1.92
H -1.74 1.17 -4.36
H -3.85 1.16 -5.74
H -5.99 0.77 -4.60
H -6.05 -0.30 -2.42
F 5.12 0.14 -1.65
C 4.44 0.60 -2.72
C 4.71 0.10 -3.98
C 4.08 0.62 -5.09
C 3.07 1.55 -4.91
C 2.67 1.89 -3.62
C 3.41 1.50 -2.51
H 5.51 -0.63 -4.11
H 4.36 0.30 -6.09
H 2.53 2.06 -5.70
H 1.93 2.67 -3.49
H 3.22 1.80 -1.49
F -3.03 -7.10 -0.48
C -2.35 -5.96 -0.49
C -2.91 -4.76 -0.88
C -2.12 -3.62 -0.94
C -0.78 -3.69 -0.62
C -0.17 -4.90 -0.29
C -0.99 -6.02 -0.21
H -3.95 -4.72 -1.18
H -2.54 -2.65 -1.18
H -0.16 -2.80 -0.65
H 0.90 -4.98 -0.21
H -0.63 -7.01 0.05
```

* orbital gap: 8.591 eV
* highest occupied orbital energy: -9.1 eV